No. 1
Entry from the Open Molecules 2025 dataset: a cluster of 12 separate species, C52H135N7O19 in total (ωB97M-V with the def2-TZVPD basis set).

Cartesian coordinates (Å):
C: -3.933 -0.046 -1.218
O: -2.634 -0.217 -0.636
C: -1.857 -1.249 -1.244
C: -0.458 -1.286 -0.657
N: 0.386 -0.216 -1.179
C: -0.082 1.114 -0.915
C: -0.090 1.579 0.543
O: 1.276 1.749 1.077
C: 1.242 2.147 2.440
H: -3.889 0.158 -2.288
H: -4.314 0.909 -0.856
H: -4.720 -0.757 -0.966
H: -1.845 -1.072 -2.320
H: -2.294 -2.229 -1.053
H: -0.092 -2.233 -1.053
H: -0.575 -1.224 0.424
H: 1.311 -0.311 -0.783
H: -1.082 1.297 -1.309
H: 0.567 1.785 -1.478
H: -0.629 0.900 1.204
H: -0.527 2.577 0.583
H: 2.222 2.313 2.887
H: 0.699 1.430 3.057
H: 0.691 3.081 2.555
C: -6.542 -3.895 0.713
O: -5.448 -3.820 1.559
C: -4.500 -2.855 1.090
C: -3.277 -2.575 2.010
N: -2.657 -3.790 2.515
C: -1.532 -3.540 3.488
C: -1.147 -4.915 4.088
O: -2.317 -5.606 4.654
C: -1.996 -6.783 5.332
H: -7.373 -4.433 1.169
H: -6.346 -4.305 -0.278
H: -6.980 -2.919 0.500
H: -5.066 -1.930 0.975
H: -4.193 -3.179 0.095
H: -3.623 -1.921 2.810
H: -2.584 -2.020 1.377
H: -3.200 -4.497 2.989
H: -1.749 -2.820 4.277
H: -0.691 -3.075 2.974
H: -0.520 -4.732 4.960
H: -0.610 -5.501 3.342
H: -2.695 -6.901 6.160
H: -1.015 -6.792 5.808
H: -2.034 -7.632 4.650
C: -4.346 -1.565 5.608
O: -3.131 -0.789 5.978
C: -2.598 0.109 5.043
C: -1.331 0.662 5.655
N: -0.415 -0.349 6.172
C: 0.667 0.258 6.946
C: 1.594 -0.887 7.494
O: 2.811 -0.265 8.048
C: 3.728 -1.215 8.465
H: -5.208 -0.965 5.315
H: -4.608 -2.169 6.476
H: -4.021 -2.308 4.880
H: -3.334 0.867 4.774
H: -2.307 -0.450 4.153
H: -1.595 1.394 6.418
H: -0.839 1.190 4.838
H: -1.033 -0.942 6.707
H: 0.245 0.776 7.807
H: 1.148 0.994 6.302
H: 1.871 -1.553 6.677
H: 1.038 -1.438 8.253
H: 3.358 -1.741 9.345
H: 4.750 -0.863 8.604
H: 3.805 -1.977 7.689
C: -0.975 3.859 7.954
O: -1.547 4.198 6.670
C: -0.624 4.431 5.661
C: -1.368 4.834 4.341
N: -2.108 3.631 3.828
C: -2.660 3.880 2.490
C: -3.369 2.624 1.987
O: -4.492 2.178 2.753
C: -4.989 0.908 2.299
H: -0.117 3.187 7.908
H: -1.766 3.403 8.549
H: -0.566 4.660 8.570
H: -0.196 3.467 5.386
H: 0.135 5.159 5.948
H: -0.563 5.035 3.634
H: -1.905 5.768 4.505
H: -2.830 3.362 4.480
H: -1.922 4.183 1.747
H: -3.280 4.760 2.662
H: -2.670 1.793 2.078
H: -3.683 2.770 0.953
H: -5.414 1.052 1.306
H: -5.666 0.511 3.055
H: -4.334 0.050 2.147
C: 2.977 1.718 -3.016
O: 4.308 1.611 -3.539
C: 5.219 2.505 -2.960
C: 6.655 2.070 -3.315
N: 7.015 2.475 -4.673
C: 8.349 2.039 -5.089
C: 8.450 2.389 -6.618
O: 7.684 1.472 -7.353
C: 7.947 1.469 -8.669
H: 2.594 2.736 -3.072
H: 2.914 1.511 -1.947
H: 2.336 0.963 -3.471
H: 5.249 2.405 -1.875
H: 4.939 3.527 -3.215
H: 6.754 1.008 -3.091
H: 7.311 2.588 -2.615
H: 6.286 2.070 -5.242
H: 8.393 0.961 -4.929
H: 9.139 2.582 -4.570
H: 9.478 2.233 -6.944
H: 8.151 3.424 -6.788
H: 7.305 0.681 -9.062
H: 8.986 1.257 -8.922
H: 7.667 2.409 -9.144
C: 2.966 0.077 -6.263
O: 3.686 -0.638 -7.294
C: 5.142 -0.572 -7.163
C: 5.763 -1.139 -5.861
N: 5.267 -2.436 -5.495
C: 5.925 -3.003 -4.284
C: 5.520 -2.291 -2.971
O: 4.117 -2.191 -2.910
C: 3.556 -1.797 -1.664
H: 3.016 -0.404 -5.287
H: 1.904 0.204 -6.473
H: 3.320 1.106 -6.208
H: 5.404 0.481 -7.265
H: 5.572 -1.037 -8.050
H: 5.694 -0.419 -5.046
H: 6.813 -1.378 -6.029
H: 4.360 -2.318 -5.067
H: 7.014 -3.036 -4.250
H: 5.599 -4.032 -4.130
H: 5.919 -1.280 -2.886
H: 5.930 -2.729 -2.061
H: 2.560 -2.227 -1.561
H: 3.387 -0.724 -1.581
H: 4.176 -2.190 -0.858
C: -1.737 8.067 2.016
O: -1.963 7.235 0.889
C: -3.339 7.342 0.304
C: -3.407 6.489 -1.037
N: -3.115 5.048 -0.786
C: -2.832 4.225 -1.974
C: -1.461 4.635 -2.596
O: -0.352 4.431 -1.688
C: 0.864 4.971 -2.160
H: -2.151 7.627 2.923
H: -2.167 9.057 1.869
H: -0.664 8.074 2.207
H: -3.621 8.369 0.072
H: -4.111 6.990 0.988
H: -2.672 6.939 -1.704
H: -4.350 6.585 -1.574
H: -2.257 5.141 -0.262
H: -3.541 4.355 -2.791
H: -2.726 3.174 -1.702
H: -1.465 5.655 -2.979
H: -1.253 4.007 -3.463
H: 1.109 4.450 -3.086
H: 1.620 4.820 -1.390
H: 0.781 6.023 -2.432
C: -2.544 -6.863 -2.184
C: -3.038 -5.422 -2.288
O: -1.810 -4.678 -2.366
H: -1.720 -7.111 -2.853
H: -3.306 -7.633 -2.306
H: -2.213 -6.918 -1.147
H: -3.661 -5.170 -1.430
H: -3.539 -4.992 -3.155
H: -1.508 -4.574 -1.460
C: 0.438 -6.226 0.121
C: 0.210 -4.709 0.403
O: -1.133 -4.370 0.192
H: -0.191 -6.793 0.806
H: 1.442 -6.637 0.224
H: 0.158 -6.340 -0.926
H: 0.875 -4.156 -0.260
H: 0.482 -4.359 1.398
H: -1.632 -4.296 1.009
C: -5.063 -2.495 -3.610
C: -6.553 -2.737 -3.662
O: -7.354 -1.773 -2.966
H: -4.541 -3.126 -4.330
H: -4.718 -2.775 -2.615
H: -4.720 -1.500 -3.894
H: -6.817 -3.712 -3.254
H: -6.836 -2.849 -4.709
H: -7.942 -2.228 -2.359
C: -0.599 -0.923 -4.866
C: -0.478 0.597 -4.609
O: -0.202 1.371 -5.811
H: -1.304 -1.173 -5.658
H: -0.740 -1.572 -4.001
H: 0.349 -1.247 -5.295
H: 0.279 0.720 -3.835
H: -1.454 0.915 -4.241
H: -0.964 1.292 -6.390
C: 2.149 -1.621 2.899
C: 3.259 -0.867 2.152
O: 2.786 -0.363 0.929
H: 1.328 -0.952 3.154
H: 2.610 -2.263 3.649
H: 1.739 -2.360 2.210
H: 4.084 -1.554 1.964
H: 3.639 -0.027 2.733
H: 2.229 0.389 1.139

Forces on the atoms, in the same order (eV/Å):
0.24 1.36 0.23
-0.83 -0.29 0.04
-0.39 0.25 0.24
-0.65 0.62 -1.14
-0.14 -0.55 -0.12
0.49 0.94 0.35
0.89 0.48 0.10
-0.56 -0.05 -0.06
-0.72 0.38 0.15
0.21 -0.66 -0.32
0.11 0.09 0.44
0.42 -0.59 -0.11
0.16 -0.12 -0.14
-0.30 -0.12 -0.09
0.43 -0.09 0.66
0.22 -0.57 0.35
0.21 -0.11 0.00
0.03 -0.26 0.05
0.10 0.30 0.07
-0.14 -0.06 0.02
-0.32 0.01 0.06
0.26 -0.27 -0.55
-0.02 -0.33 0.05
-0.13 0.24 -0.12
-1.28 0.39 -0.46
1.41 0.11 0.95
-0.33 -0.32 0.16
-1.78 -0.97 -0.21
2.25 0.21 0.65
-0.99 -0.98 -0.56
-0.67 0.66 0.99
0.93 1.42 -1.09
-0.01 -0.39 0.23
0.37 -0.38 0.20
0.37 -0.39 -0.12
0.09 0.53 0.05
0.18 0.41 -0.15
0.36 0.02 -0.23
0.11 0.11 0.19
0.22 0.03 0.12
-1.06 0.37 -0.38
-0.55 -0.04 0.28
0.28 -0.31 -0.21
0.53 0.00 -0.17
-0.19 -0.40 -0.01
-0.28 -0.15 -0.23
0.35 0.35 -0.13
-0.10 -0.24 0.05
2.05 0.17 0.52
-1.99 -1.13 0.79
0.19 -0.96 -0.04
0.23 0.71 -0.56
-0.54 -0.03 -0.65
-0.32 -1.47 0.53
0.72 2.16 -0.41
-1.55 0.37 -0.64
-0.08 -1.40 -0.37
0.27 0.18 -0.23
0.04 0.38 0.23
-0.41 0.23 -0.49
0.18 0.34 -0.08
-0.08 -0.04 -0.48
-0.07 0.27 0.25
0.11 0.35 0.05
0.36 -0.38 0.53
0.15 0.38 0.26
0.45 -0.21 0.09
0.05 -0.09 -0.04
0.14 -0.12 0.22
0.21 0.00 0.43
-0.32 0.63 0.21
0.18 -0.37 -0.20
-0.28 -0.18 -0.30
-0.18 0.13 2.00
-0.54 -0.32 -1.68
0.75 -1.67 1.02
1.73 1.18 0.06
-1.18 -0.28 1.42
-0.15 -0.34 0.09
0.32 -0.26 0.41
-0.26 0.45 -0.15
-0.15 -0.50 -0.57
0.01 -0.11 -0.20
-0.29 0.89 -0.45
0.74 -0.08 0.13
0.11 0.16 -0.01
-0.04 0.12 -0.24
-0.61 -0.02 -0.14
-0.25 0.07 -0.06
0.38 -0.25 0.23
-0.79 0.07 -0.94
0.52 0.06 -0.50
0.09 -0.01 -0.24
-0.68 -0.06 0.13
-0.51 0.55 -0.25
1.29 0.47 0.22
0.53 -0.02 0.42
-0.91 -0.43 0.07
0.84 -0.85 0.51
-0.43 1.53 -0.29
-0.08 0.06 1.04
-1.54 0.55 -1.85
0.84 -1.11 1.37
-0.61 0.11 2.69
-0.48 -0.33 -2.11
-0.16 0.07 -0.66
0.52 -0.24 0.37
0.17 0.34 -0.41
-0.67 0.08 0.43
0.40 0.25 -0.15
-0.07 -0.39 -0.19
0.18 0.10 0.06
0.21 -0.13 -0.67
0.75 -0.25 -0.18
-0.14 -0.06 0.26
0.42 0.34 0.04
-0.13 0.12 -0.03
0.17 0.01 -0.48
0.33 -0.10 0.07
-0.01 0.28 -0.24
0.47 0.15 -0.51
0.38 -0.16 0.80
-0.99 0.43 0.31
0.31 -0.03 -0.57
-0.19 -1.21 1.58
-0.32 0.25 1.09
-0.07 1.09 0.06
-0.63 -0.45 -0.16
0.01 -0.26 -0.26
0.38 -0.08 0.12
0.08 -0.54 -0.65
0.41 0.10 0.30
0.22 0.20 0.32
-0.36 -0.47 0.09
-0.08 0.34 0.11
0.35 0.84 -0.34
-0.86 0.05 -0.74
0.17 0.22 -0.72
-0.14 -0.13 -0.44
0.27 0.46 -0.49
-0.01 -0.88 0.01
0.02 -0.29 -0.22
0.59 0.11 -0.01
0.01 0.26 0.27
-0.24 -0.71 -0.03
-1.90 0.18 -1.14
0.75 -1.26 -0.64
0.67 -0.09 0.77
-0.54 1.00 0.08
2.20 1.30 0.02
0.54 -0.83 -0.06
-1.24 0.48 0.38
-0.55 -0.40 -0.42
-0.45 -0.03 0.10
0.24 0.20 0.02
0.05 0.36 -0.36
0.49 0.28 -0.06
0.27 -0.32 0.38
0.32 0.11 -0.14
-0.33 0.14 0.48
0.34 -0.68 0.25
-0.40 -0.08 0.34
-0.42 -0.03 0.15
-0.03 0.32 0.25
-0.15 -0.23 -0.32
0.49 -0.13 -0.12
-0.03 0.00 -0.13
-0.08 0.30 0.26
-1.11 -0.30 0.18
1.44 0.44 -0.92
-0.32 0.66 0.03
-0.06 0.38 -0.04
-0.25 0.02 -0.02
0.30 -0.33 -0.04
0.11 0.12 0.28
-0.52 -1.15 -0.29
0.19 0.18 0.45
-0.35 0.86 0.33
0.99 -0.77 0.39
0.37 0.11 -1.20
-0.25 -0.18 -0.32
0.25 0.55 0.14
-0.27 -0.43 0.13
-0.26 0.27 -0.31
0.25 -0.42 0.29
-0.63 -0.02 1.02
0.23 -0.22 0.33
-0.73 -0.25 -0.16
0.87 0.32 -0.77
-0.15 -0.43 -0.02
0.38 0.33 0.04
-0.44 0.24 0.36
0.46 -0.26 0.17
-0.40 0.53 -0.22
-0.17 -0.22 0.26
1.13 0.20 -1.01
-1.20 -1.00 -0.48
0.50 -0.55 1.03
-0.46 0.15 0.23
-0.28 0.42 0.12
0.27 -0.08 0.02
0.03 0.55 -0.35
0.05 0.34 0.44
-0.10 -0.10 0.02
0.68 -0.38 -1.05
-0.51 -0.29 0.26
0.66 -0.83 -0.42
0.14 -0.17 0.71
-0.39 0.54 0.79
-0.14 0.06 -0.36
0.09 0.05 -0.15
0.18 -0.05 0.38
-0.47 0.67 -0.32

Values from the calculation:
E_LUMO (spin up / spin down) ... 1.846 / 1.792 eV
Charge ... -1
Multiplicity ... 2
HOMO (spin up / spin down) ... 0.667 / -7.028 eV
Energy ... -105432.9221 eV
HOMO-LUMO gap (spin up / spin down) ... 1.18 / 8.82 eV

Mulliken atomic charge list, values in e, 99 entries:
1. C -1.67
2. O 2.04
3. C -1.15
4. C 0.15
5. N 1.48
6. C -0.44
7. C 0.90
8. O -0.57
9. C -0.75
10. H 0.15
11. H -0.16
12. H 0.39
13. H 0.43
14. H -0.42
15. H 0.20
16. H 0.07
17. H -0.81
18. H -0.51
19. H 0.22
20. H -0.38
21. H -0.03
22. H 0.55
23. H 0.07
24. H 0.21
25. C -2.38
26. O 0.13
27. C 0.61
28. C 1.65
29. N -0.47
30. C 0.80
31. C -0.98
32. O -0.25
33. C -0.97
34. H 0.51
35. H 0.17
36. H 0.33
37. H 0.27
38. H -0.11
39. H -0.21
40. H -1.30
41. H 0.54
42. H 0.06
43. H -0.64
44. H 0.53
45. H 0.38
46. H 0.28
47. H 0.34
48. H 0.31
49. C -0.73
50. O -0.41
51. C 0.59
52. C 0.01
53. N 0.11
54. C -0.44
55. C -0.49
56. O -0.27
57. C -0.77
58. H 0.25
59. H 0.35
60. H 0.07
61. H 0.48
62. H -0.73
63. H 0.07
64. H -0.35
65. H 0.37
66. H 0.10
67. H 0.29
68. H 0.29
69. H 0.32
70. H 0.30
71. H 0.27
72. H 0.30
73. C -0.83
74. O -0.33
75. C -0.06
76. C -0.95
77. N 0.25
78. C -1.21
79. C 0.26
80. O -0.34
81. C -1.05
82. H 0.22
83. H 0.30
84. H 0.38
85. H -0.11
86. H 0.52
87. H 0.47
88. H 0.14
89. H 0.29
90. H 0.18
91. H 0.48
92. H -0.04
93. H 0.44
94. H 0.50
95. H 0.40
96. H -0.17
97. C -0.54
98. O 0.06
99. C -0.66

***

No. 2
Entry from the Open Molecules 2025 dataset: a structure of composition C13H20BrF3N2O5P2PtS (ωB97M-V with the def2-TZVPD basis set).

Cartesian coordinates (Å):
Pt: -0.425 0.169 0.213
C: -1.404 0.728 3.481
P: -0.099 1.110 2.311
C: -0.016 2.892 2.149
C: 1.433 0.382 2.926
C: 1.286 -1.138 2.802
P: 0.350 -1.682 1.314
C: 1.375 -2.609 0.178
C: -0.942 -2.776 1.925
H: -1.087 1.103 4.457
H: -1.584 -0.343 3.551
H: -2.331 1.213 3.182
H: 0.011 3.325 3.153
H: -0.909 3.248 1.633
H: 0.873 3.196 1.604
H: 1.588 0.682 3.964
H: 2.266 0.762 2.333
H: 0.726 -1.546 3.646
H: 2.256 -1.638 2.782
H: 1.615 -3.559 0.664
H: 2.284 -2.064 -0.063
H: 0.804 -2.811 -0.727
H: -0.466 -3.377 2.705
H: -1.302 -3.433 1.141
H: -1.775 -2.223 2.356
O: -2.006 -0.171 -5.847
C: -1.624 -0.106 -4.587
C: -0.941 0.970 -4.017
C: -0.607 0.911 -2.691
N: -0.894 -0.140 -1.884
C: -1.554 -1.171 -2.458
Br: -1.984 -2.667 -1.407
C: -1.929 -1.203 -3.772
H: -1.769 0.617 -6.355
H: -0.675 1.844 -4.595
H: -0.085 1.738 -2.231
H: -2.454 -2.053 -4.184
F: 3.968 2.432 -2.157
C: 3.267 1.343 -1.934
F: 2.477 1.087 -2.974
F: 4.062 0.310 -1.716
S: 2.218 1.612 -0.437
O: 1.176 2.558 -0.750
O: 3.092 1.895 0.652
O: 1.582 0.220 -0.320
O: -4.250 -0.028 -0.660
C: -3.282 0.107 -0.044
N: -2.317 0.286 0.684

Forces on the atoms, in the same order (eV/Å):
0.35 -0.07 -0.09
0.01 -0.03 0.01
-0.05 0.18 -0.07
0.04 0.01 0.09
-0.01 -0.13 -0.02
0.00 0.04 -0.09
-0.06 -0.05 0.04
0.04 0.02 0.02
0.05 0.10 0.01
-0.01 0.00 0.00
-0.01 0.00 0.03
0.02 0.01 -0.03
-0.04 -0.05 0.01
0.01 0.01 -0.01
0.02 0.00 -0.06
0.02 -0.02 0.02
-0.02 0.00 0.00
0.03 0.00 0.04
0.01 0.02 -0.02
0.00 0.01 0.03
0.00 0.01 0.02
0.04 -0.02 -0.01
-0.02 -0.03 0.00
-0.01 0.03 0.00
-0.02 0.01 -0.03
0.00 0.00 0.00
-0.01 -0.03 -0.01
0.01 0.04 0.00
0.01 0.02 0.04
-0.13 -0.12 -0.08
0.08 0.12 0.05
-0.05 0.00 0.00
0.00 -0.01 -0.01
0.00 0.00 0.00
0.00 0.01 0.01
0.00 -0.01 0.00
0.00 0.00 0.00
0.00 -0.02 0.00
-0.02 0.07 -0.01
-0.01 -0.01 0.02
0.02 -0.01 -0.01
-0.15 0.16 -0.14
0.07 -0.04 -0.03
0.05 -0.07 0.08
-0.09 -0.08 0.16
0.01 -0.01 0.01
0.00 -0.01 -0.08
-0.14 -0.04 0.12

Values from the calculation:
E_LUMO ... -8.755 eV
Charge ... +2
Relative energy (zero: lowest compared OMol25 entry of this formula, charge and spin) ... 33.3 kcal per mole
HOMO ... -16.003 eV
Energy ... -137864.2516 eV
HOMO-LUMO gap ... 7.25 eV

Let us look at the Mulliken charges, expressed in e, one per atom:
1. Pt 1.95
2. C -1.07
3. P 0.45
4. C -1.18
5. C -0.77
6. C -0.93
7. P 0.45
8. C -1.10
9. C -1.24
10. H 0.49
11. H 0.26
12. H 0.37
13. H 0.49
14. H 0.42
15. H 0.35
16. H 0.69
17. H 0.27
18. H 0.49
19. H 0.57
20. H 0.49
21. H 0.36
22. H 0.31
23. H 0.54
24. H 0.38
25. H 0.29
26. O -0.49
27. C 0.86
28. C -0.85
29. C -0.68
30. N -0.38
31. C 0.14
32. Br 0.00
33. C -0.49
34. H 0.33
35. H 0.37
36. H 0.77
37. H 0.52
38. F -0.17
39. C 0.53
40. F -0.17
41. F -0.18
42. S 1.04
43. O -0.66
44. O -0.67
45. O -1.14
46. O -0.40
47. C 0.76
48. N -0.39